Below is a structure of composition C33H38BCeN7OS7, with properties calculated with ωB97M-V with the def2-TZVPD basis set.

XYZ file:
```
88
Properties=species:S:1:pos:R:3:mulliken_spin:R:1
Ce -0.799 -0.162 -0.577 0.9989
S -1.043 -3.097 -0.614 -0.0055
C -0.756 -3.491 1.063 -0.0003
C 0.496 -4.005 1.413 0.0012
C 0.815 -4.225 2.764 0.0001
C -0.182 -4.155 3.737 -0.0005
C -1.474 -3.721 3.396 0.0001
C -1.766 -3.311 2.096 0.0006
S -3.414 -2.916 1.713 0.0001
C -3.548 -1.200 2.187 0.0034
C -3.946 -0.255 1.057 -0.0052
C -5.452 0.034 1.019 0.0000
C -5.638 1.171 0.326 -0.0001
C -4.273 1.598 -0.180 -0.0006
C -3.900 0.398 -1.072 0.0077
C -3.945 0.446 -2.546 -0.0011
S -2.442 1.291 -3.174 -0.0013
C -1.080 0.218 -3.579 0.0176
C 0.192 1.004 -3.565 -0.0143
C 1.803 -0.069 -4.626 -0.0002
C 1.269 -1.420 -4.896 0.0003
C -0.029 -1.796 -4.582 0.0010
C -1.198 -1.009 -4.208 0.0020
S -2.684 -1.652 -4.697 -0.0014
N -3.612 -0.702 -0.359 0.0017
H 1.222 -4.200 0.608 -0.0001
H 1.839 -4.516 3.027 0.0000
H 0.023 -4.426 4.792 -0.0001
H -2.269 -3.661 4.142 0.0000
H -2.598 -0.836 2.634 -0.0013
H -4.335 -1.152 2.940 -0.0001
H -6.187 -0.637 1.474 0.0000
H -6.607 1.607 0.032 0.0000
H -4.155 2.575 -0.644 0.0000
H -4.746 1.130 -2.860 0.0000
H -4.079 -0.515 -3.029 0.0001
H 0.005 2.017 -3.160 0.0013
H 2.806 0.043 -5.072 0.0001
H 1.902 -2.207 -5.324 0.0000
H -0.254 -2.847 -4.821 -0.0001
C 0.151 1.121 -6.338 0.0001
N 0.896 1.173 -5.043 0.0002
C 1.724 2.314 -4.992 -0.0008
C 2.414 2.541 -3.841 0.0010
N 2.391 1.596 -2.894 -0.0013
B 3.437 1.669 -1.816 0.0028
N 2.863 1.913 -0.352 -0.0028
C 3.722 1.784 0.754 0.0002
C 3.054 2.180 1.849 0.0001
N 1.825 2.680 1.433 0.0005
C 0.747 3.302 2.279 -0.0001
C 1.713 2.481 0.071 0.0000
S 0.374 2.988 -0.861 -0.0014
C 1.583 0.435 -3.144 -0.0015
S 1.731 -0.750 -1.810 -0.0046
H 0.921 1.231 -7.107 0.0000
H -0.570 1.942 -6.383 0.0000
H -0.300 0.158 -6.469 0.0000
H 1.719 2.985 -5.881 0.0001
H 3.016 3.451 -3.602 0.0000
H 4.233 0.737 -1.831 -0.0001
H 4.314 2.475 -2.035 -0.0001
H 4.733 1.444 0.581 0.0000
H 3.420 2.151 2.884 0.0000
H 0.920 3.130 3.349 -0.0001
H -0.211 2.841 1.985 0.0002
H 0.660 4.374 2.045 0.0001
S 0.110 -0.284 2.345 -0.0025
C 1.491 -0.778 3.131 0.0013
N 2.603 -1.156 2.472 -0.0004
C 3.825 -1.617 3.083 -0.0001
C 3.953 -1.093 4.499 0.0000
C 2.658 -1.170 5.323 -0.0001
N 1.549 -0.739 4.477 -0.0002
H 2.533 -1.111 1.457 0.0004
H 4.659 -1.278 2.472 0.0000
H 3.880 -2.713 3.103 0.0000
H 4.298 -0.053 4.495 0.0000
H 4.743 -1.655 5.009 0.0000
H 2.737 -0.497 6.198 0.0000
H 2.505 -2.181 5.714 0.0000
H 0.659 -0.461 4.932 0.0001
C -3.490 2.058 2.265 -0.0004
C -3.329 1.153 1.052 0.0028
O -1.965 1.131 0.661 0.0028
H -4.551 1.874 2.503 -0.0001
H -3.395 3.106 2.013 -0.0001
H -2.914 1.769 3.132 0.0001
```

Its energy above the lowest of the compared OMol25 structures with the same formula, charge and spin is 128.4 kcal per mole. The value obtained for the highest occupied orbital energy (spin up / spin down) is -0.14962 / -0.14958 Eh. The orbital gap (spin up / spin down) is 0.2207 / 0.2206 Eh. As for the spin multiplicity: 2. The expectation value of S² is 0.751. As for the net charge: -1.

---

Below is a structure of composition C31H49ClP2Ru, with properties calculated with ωB97M-V with the def2-TZVPD basis set.

XYZ file:
```
84
Properties=species:S:1:pos:R:3:mulliken_spin:R:1
Ru -0.009 0.600 -0.158 2.2083
C -2.075 1.801 -1.778 0.3295
C -3.139 1.196 -1.095 0.1033
C -1.785 2.204 0.501 0.3937
C -1.141 2.396 -0.802 -0.0236
C -2.982 1.432 0.288 0.1898
C -1.878 1.871 -3.242 -0.0601
H -2.162 0.944 -3.769 0.0111
H -0.824 2.080 -3.479 0.0157
H -2.468 2.689 -3.685 0.0207
C -0.399 3.623 -1.191 -0.0106
H 0.410 3.380 -1.895 0.0088
H 0.042 4.094 -0.318 0.0108
H -1.072 4.357 -1.677 -0.0041
C -1.548 3.053 1.685 0.0123
H -2.059 4.026 1.556 0.0234
H -0.481 3.259 1.817 0.0000
H -1.898 2.605 2.626 0.0038
C -3.981 1.120 1.333 0.0046
H -4.783 1.878 1.346 0.0200
H -3.529 1.118 2.334 -0.0008
H -4.458 0.142 1.167 0.0053
C -4.263 0.460 -1.739 0.0158
H -5.089 1.139 -2.004 0.0023
H -4.676 -0.311 -1.066 0.0015
H -3.940 -0.023 -2.676 -0.0018
C 2.369 -2.946 -1.672 0.2390
C 1.352 -2.563 -2.563 -0.0114
C 0.351 -3.646 -2.999 0.0188
C -0.465 -4.331 -1.892 -0.0041
C -0.564 -3.556 -0.600 -0.0209
C 0.303 -3.721 0.419 0.0187
C 1.604 -4.473 0.292 0.0427
C 2.467 -4.255 -0.984 0.0029
H 0.940 -4.395 -3.558 -0.0040
H -0.016 -5.316 -1.683 -0.0009
H -0.361 -3.218 -3.714 0.0004
H 2.321 -5.086 -1.691 0.0158
H 3.288 -2.339 -1.590 0.0077
H 1.608 -1.975 -3.465 0.0135
H 3.510 -4.332 -0.635 0.0058
H 2.232 -4.167 1.146 -0.0040
H 0.021 -3.552 1.461 0.0077
H 1.434 -5.557 0.429 -0.0082
H -1.479 -4.507 -2.283 -0.0006
H -1.540 -3.116 -0.422 0.0058
P 1.222 -0.825 -1.443 0.1819
P -0.371 -0.477 1.830 0.1407
C 1.934 -1.218 0.382 0.1696
C 1.351 -1.126 1.803 0.0118
H 3.007 -0.987 0.401 0.0172
H 1.870 -2.298 0.256 -0.0682
H 1.358 -2.121 2.284 0.0019
H 1.975 -0.445 2.408 -0.0135
C -0.454 0.318 3.447 0.0076
H -1.420 0.828 3.554 -0.0023
H 0.365 1.043 3.554 -0.0065
H -0.372 -0.442 4.241 0.0100
C -1.743 -1.659 1.769 0.0349
H -1.415 -2.690 1.930 0.0044
H -2.229 -1.587 0.786 -0.0021
H -2.483 -1.407 2.540 -0.0011
C 2.358 0.111 -2.514 -0.0007
H 1.791 0.751 -3.206 0.0094
H 2.963 -0.579 -3.120 -0.0072
H 3.053 0.743 -1.950 -0.0046
C -0.460 -0.970 -2.206 0.0731
H -1.206 -0.199 -1.991 -0.0689
H -0.924 -1.897 -1.853 -0.0081
H -0.344 -0.997 -3.295 0.0214
Cl 3.785 0.817 2.776 -0.0009
C 2.660 2.142 2.786 -0.0262
C 2.594 2.897 3.960 0.0053
C 2.114 4.207 3.915 -0.0106
C 1.720 4.754 2.697 0.0040
C 1.712 3.970 1.553 -0.0164
C 2.038 2.595 1.577 0.0243
C 1.854 1.730 0.360 -0.0693
H 2.895 2.444 4.910 0.0004
H 2.072 4.804 4.820 -0.0004
H 1.382 5.789 2.629 0.0003
H 1.548 4.450 0.591 -0.0023
H 1.879 2.387 -0.529 0.0171
H 2.732 1.068 0.275 -0.0306
```

The value obtained for the highest occupied orbital energy (spin up / spin down) is -0.43237 / -0.48729 Eh. The orbital gap (spin up / spin down) is 0.1756 / 0.2094 Eh. As for the spin multiplicity: 5. The expectation value of S² is 6.092. As for the net charge: +2.

---

Below is the molecule C7H6F2O, with properties calculated with ωB97M-V with the def2-TZVPD basis set.

XYZ file:
```
16
Properties=species:S:1:pos:R:3:mulliken_spin:R:1
C 2.863 -0.127 -0.118 0.2351
C 0.689 -1.240 -0.294 0.5774
C 2.037 -1.279 -0.198 0.2902
C 2.353 1.123 -0.035 0.5755
C 0.873 1.273 -0.273 0.0693
C 0.007 0.010 -0.459 0.0108
C -1.445 0.002 0.031 0.0057
O 0.393 0.840 -1.557 0.1440
F 2.614 -2.512 -0.001 0.0138
F 3.074 2.221 0.437 0.0418
H 3.980 -0.122 0.029 0.0197
H 0.020 -2.203 -0.236 0.0133
H 0.502 2.289 -0.033 -0.0048
H -1.931 0.698 -0.506 0.0038
H -1.558 0.041 1.085 0.0071
H -2.001 -0.932 -0.274 -0.0027
```

The value obtained for the highest occupied orbital energy (spin up / spin down) is -0.22260 / -0.37714 Eh. The orbital gap (spin up / spin down) is 0.2530 / 0.2800 Eh. As for the spin multiplicity: 3. The expectation value of S² is 2.008.

---

Below is a structure of composition C38H40N6O4PtSSi, with properties calculated with ωB97M-V with the def2-TZVPD basis set.

XYZ file:
```
91
Properties=species:S:1:pos:R:3:mulliken_spin:R:1
Pt 0.052 -0.196 -0.281 1.4741
N -0.793 -2.583 3.590 0.0119
C -0.890 -1.710 2.577 0.0023
N 0.104 -1.367 1.820 0.1979
C 1.366 -1.880 2.082 0.0082
N 2.390 -1.440 1.403 0.0850
N 2.219 -0.569 0.472 0.2308
C 3.172 0.093 -0.138 0.0138
C 2.791 1.118 -1.034 -0.0055
C 3.723 1.890 -1.759 -0.0095
C 3.273 2.881 -2.596 0.0005
C 1.898 3.108 -2.706 -0.0034
C 1.034 2.323 -1.963 -0.0117
N 1.461 1.364 -1.160 0.1474
C 1.540 -2.855 3.134 0.0186
C 2.766 -3.457 3.420 -0.0073
C 2.864 -4.377 4.447 0.0009
C 1.748 -4.698 5.212 0.0016
C 0.521 -4.112 4.943 -0.0024
C 0.415 -3.202 3.904 0.0021
H -1.599 -2.792 4.162 -0.0027
H -1.860 -1.270 2.395 -0.0018
H 4.211 -0.108 0.087 0.0043
H 4.775 1.681 -1.651 0.0013
H 3.971 3.472 -3.171 0.0002
H 1.511 3.870 -3.361 0.0006
H -0.038 2.452 -2.032 0.0087
H 3.619 -3.183 2.824 0.0017
H 3.811 -4.849 4.661 0.0003
H 1.829 -5.408 6.020 0.0001
H -0.349 -4.362 5.531 -0.0001
C 0.277 -4.517 -2.969 0.0115
Si 0.962 -3.058 -1.953 0.0146
C 1.496 -1.632 -3.096 0.0208
C 2.365 -3.703 -0.822 0.0062
N -0.308 -2.300 -0.968 0.5804
C -1.425 -2.800 -0.545 0.3207
C -2.619 -1.864 -0.402 0.1826
C -3.860 -2.504 0.132 0.2383
C -3.918 -3.817 0.409 -0.0784
C -2.780 -4.662 0.236 0.3222
C -1.601 -4.174 -0.238 -0.1637
H 0.835 -4.578 -3.898 0.0008
H -0.774 -4.424 -3.220 -0.0017
H 0.411 -5.469 -2.464 0.0007
H 2.571 -1.603 -3.226 0.0039
H 1.173 -0.673 -2.702 0.0044
H 1.052 -1.723 -4.082 0.0012
H 2.867 -4.531 -1.316 0.0009
H 1.989 -4.066 0.130 -0.0008
H 3.119 -2.951 -0.615 0.0006
H -2.348 -0.990 0.223 -0.0097
H -4.717 -1.857 0.251 0.0067
H -4.833 -4.263 0.765 -0.0011
H -2.872 -5.709 0.482 0.0243
H -0.749 -4.820 -0.377 -0.0108
C -2.213 3.235 1.828 0.0093
C -0.921 2.525 1.583 0.0023
O -0.949 1.388 1.117 0.0617
C 0.326 3.188 1.977 0.0057
C 1.491 2.414 2.022 0.0285
C 2.686 2.960 2.442 0.0010
C 2.740 4.292 2.830 -0.0006
C 1.590 5.068 2.797 0.0004
C 0.391 4.528 2.372 0.0003
H -3.036 2.597 1.523 -0.0009
H -2.248 4.153 1.248 0.0014
H -2.303 3.492 2.879 0.0000
H 1.425 1.369 1.749 0.0118
H 3.574 2.349 2.493 0.0001
H 3.672 4.720 3.167 0.0000
H 1.633 6.097 3.119 0.0000
H -0.485 5.157 2.346 -0.0001
C -4.699 1.512 -7.425 0.0000
C -4.233 1.157 -6.054 0.0040
C -4.404 2.037 -4.985 0.0002
C -3.912 1.734 -3.725 0.0021
C -3.249 0.534 -3.538 0.0107
C -3.077 -0.365 -4.577 0.0057
C -3.581 -0.057 -5.825 -0.0030
S -2.419 0.169 -2.026 0.0768
O -2.901 -1.329 -1.711 0.0345
O -2.762 1.019 -0.927 0.0004
O -0.991 0.146 -2.326 0.1048
H -4.856 2.582 -7.522 0.0000
H -5.640 1.013 -7.654 0.0005
H -3.973 1.191 -8.168 0.0002
H -4.908 2.979 -5.143 0.0001
H -4.029 2.415 -2.895 0.0005
H -2.546 -1.284 -4.387 -0.0012
H -3.448 -0.752 -6.641 -0.0001
```

Its energy above the lowest of the compared OMol25 structures with the same formula, charge and spin is 59.7 kcal per mole. The value obtained for the highest occupied orbital energy (spin up / spin down) is -0.39172 / -0.46503 Eh. The orbital gap (spin up / spin down) is 0.1460 / 0.1757 Eh. As for the spin multiplicity: 5. The expectation value of S² is 6.042. As for the net charge: +2.